Here is an isolated molecule of C34H40ClNO4 from the Open Molecules 2025 dataset. Energies are from ωB97M-V/def2-TZVPD.

The value obtained for the highest occupied orbital energy is -8.0816 eV. The max |F| is 0.76 eV/Å. The HOMO-LUMO gap is 0.30020 Eh. The energy is -2135.4953 a.u. The SMILES is COc1ccc2c(c1)c(CC(=O)OC/C=C(\C)CC/C=C(\C)CCC=C(C)C)c(C)n2C(=O)c1ccc(Cl)cc1.

Geometry as ORCA input:
```
! RIJCOSX wB97M-V def2-TZVPD def2/J DEFGRID3
* xyz 0 1
Cl 3.3035 -4.1481 -0.0845
O -4.7449 -2.7435 -2.8173
O -3.2188 3.6503 0.3136
O -3.7344 2.7115 -1.6640
O -1.0030 -0.5861 3.5076
N -2.2070 -0.6042 1.5740
C -3.8279 0.6934 0.6918
C 0.3007 -1.5829 0.3884
C 2.3431 2.9603 0.3671
C -2.1328 4.4177 -0.2368
C -4.7155 1.8587 0.3745
C -1.1292 -0.9701 2.3658
C 5.0402 0.5224 -2.4372
C 2.7375 2.0269 -0.7371
C 3.3586 0.8596 -0.5919
C 1.6389 -3.4723 1.9276
C -3.8598 2.7876 -0.4699
C -5.6828 -1.9704 -3.5264
C -3.2093 -3.0148 -1.0807
C -2.5031 -2.5896 0.0223
C -0.5338 1.9331 -0.8622
C 6.5802 2.6513 -0.8544
C -2.5978 1.5804 2.7648
C -2.7366 -1.3033 0.4890
C 1.0207 2.5601 1.0580
C -3.7351 -0.5027 -0.0962
C 6.2166 0.2758 -1.5452
C 0.6026 -2.7404 2.4751
C 8.0748 0.7981 -0.0078
C 3.7703 0.2761 0.7244
C -4.1528 -2.1937 -1.7204
C 1.3383 -2.3068 -0.1645
C -0.1821 2.9018 0.2244
C 2.0008 -3.2517 0.6066
C -0.0870 -1.8053 1.7080
C 3.7232 0.0367 -1.8007
C -0.8712 4.0151 0.4668
C -2.9118 0.5995 1.6974
C -4.4372 -0.9358 -1.2170
C 6.8959 1.1822 -0.8529
H -1.2985 1.2401 -0.5103
H -0.2018 -0.8405 -0.2103
H 2.9333 0.1084 -2.5526
H 2.4827 2.3550 -1.7373
H 0.9604 3.0890 2.0113
H -6.5608 -1.7424 -2.9131
H 3.7426 1.0092 1.5248
H -0.9399 2.4361 -1.7369
H 5.1913 -0.0263 -3.3712
H -5.0357 2.3704 1.2800
H -5.9868 -2.5809 -4.3751
H 1.6357 -2.1365 -1.1865
H 0.3128 -2.8870 3.5044
H 5.5131 2.8299 -0.9508
H 2.1681 -4.2028 2.5187
H 6.5120 -0.7643 -1.4734
H 3.8369 -1.0102 -1.5146
H 1.0397 1.4870 1.2607
H 8.9522 1.3711 -0.3066
H -1.5248 1.7543 2.8227
H -0.5724 4.6569 1.2833
H 3.1043 -0.5451 0.9928
H 8.3020 -0.2610 -0.1004
H -3.0934 2.5234 2.5564
H -1.7986 -3.2520 0.4989
H 3.1262 2.9829 1.1282
H -5.5781 1.5285 -0.2015
H 7.0902 3.1456 -1.6821
H 4.7799 -0.1232 0.6474
H 0.3443 1.3629 -1.1553
H -2.3665 5.4692 -0.0548
H 7.8760 1.0209 1.0409
H 4.9495 1.5807 -2.6797
H -5.1753 -0.2922 -1.6654
H -5.2409 -1.0372 -3.8897
H -2.9189 1.2042 3.7356
H -2.0925 4.2316 -1.3148
H 2.2338 3.9719 -0.0281
H 6.9244 3.1089 0.0704
H -3.0526 -4.0025 -1.4827
*
```

Here is an isolated molecule of C3H6N2O2S from the Open Molecules 2025 dataset. Energies are from ωB97M-V/def2-TZVPD.

The value obtained for the highest occupied orbital energy (alpha / beta) is -7.9786 / -7.9735 eV. The max |F| is 3.20 eV/Å. The HOMO-LUMO gap (alpha / beta) is 0.28663 / 0.28642 Eh. The energy is -775.8842 a.u.

Geometry as ORCA input:
```
! RIJCOSX wB97M-V def2-TZVPD def2/J DEFGRID3
* xyz 0 1
S -2.9791 0.3529 0.1875
O -1.7643 0.5255 -1.0946
O -3.7965 -0.8035 0.3450
N -0.3178 -0.9836 0.1834
N 0.6963 1.6366 0.0858
C 1.5278 0.5859 0.3393
C -1.1408 0.0626 0.0371
C 1.0076 -0.8203 -0.3386
H 0.8290 -0.5617 -1.4268
H -0.5019 -1.3324 1.1281
H 0.6848 2.1346 -0.8766
H 1.5752 -1.7260 -0.0795
H 1.5990 0.2844 1.3462
H 2.5808 0.6450 0.1637
*
```

Q: Which energy above the lowest of the compared OMol25 structures with the same formula, charge and spin values were calculated for the entries above? A: 0.222; 6.965, in eV.